# 1
This record from the OMol25 dataset describes a cluster of 2 separate species, CH6OS in total in a non-equilibrium geometry. The level of theory is ωB97M-V with the def2-TZVPD basis set.

Energy relative to the best compared isomer or geometry (same formula, charge and spin)   31.36 kcal per mole
E   -14005.9040 eV
Net charge   +1
⟨S²⟩   0.7539
Spin multiplicity   2
HOMO (spin up / spin down)   -15.909 / -15.900 eV
Gap between HOMO and LUMO (spin up / spin down)   9.3 / 6.6 eV
F_max   0.0604 hartree/bohr
E_LUMO (spin up / spin down)   -0.244 / -0.342 Ha

Structure (XYZ):
```
9
CH6OS, DFT ωB97M-V with the def2-TZVPD basis set
O 2.067 -0.471 0.118
H 2.987 -0.250 -0.067
H -0.316 2.000 0.074
H 1.656 0.367 0.343
C -0.931 -1.047 -0.123
S -0.991 0.804 -0.021
H -1.308 -1.294 0.877
H -0.024 -1.602 -0.343
H -1.743 -1.245 -0.825
```


# 2
This record from the OMol25 dataset describes the molecule C6H11NO in a non-equilibrium geometry. The level of theory is ωB97M-V with the def2-TZVPD basis set.

Energy relative to the best compared isomer or geometry (same formula, charge and spin)   65.44 kcal per mole
E   -9935.6166 eV
Net charge   0
HOMO   -7.681 eV
Gap between HOMO and LUMO   8.5 eV
F_max   0.0219 hartree/bohr
E_LUMO   0.030 Ha

Structure (XYZ):
```
19
C6H11NO, DFT ωB97M-V with the def2-TZVPD basis set
C 2.070 0.685 -0.367
C 1.299 -0.564 -0.005
C -0.011 -0.837 -0.532
N -0.300 -1.882 -1.399
C -0.883 -0.046 0.184
C -2.273 0.421 -0.119
C -0.094 0.280 1.328
O -0.133 1.571 1.802
H 1.402 1.535 -0.509
H 2.790 0.947 0.413
H 2.642 0.543 -1.293
H 1.944 -1.434 0.160
H -1.274 -2.025 -1.620
H 0.311 -1.992 -2.193
H -2.518 0.252 -1.170
H -2.371 1.490 0.080
H -3.027 -0.091 0.489
H 0.155 -0.464 2.076
H 0.273 1.612 2.676
```


# 3
This record from the OMol25 dataset describes a cluster of 2 separate species, C7H16O2 in total in a non-equilibrium geometry. The level of theory is ωB97M-V with the def2-TZVPD basis set.

Energy relative to the best compared isomer or geometry (same formula, charge and spin)   92.10 kcal per mole
E   -11610.2571 eV
Net charge   0
HOMO   -8.890 eV
Gap between HOMO and LUMO   9.7 eV
F_max   0.0262 hartree/bohr
E_LUMO   0.029 Ha

Structure (XYZ):
```
25
C7H16O2, DFT ωB97M-V with the def2-TZVPD basis set
C -0.809 -1.673 1.908
C 0.084 -2.075 0.988
C -0.350 -2.523 -0.377
O 1.461 -2.070 1.139
O 1.788 -1.457 2.414
H -0.511 -1.311 2.886
H -1.873 -1.678 1.696
H 0.343 -2.151 -1.140
H -1.345 -2.145 -0.634
H -0.367 -3.616 -0.431
H 2.656 -1.885 2.505
C -1.203 1.402 -1.680
C -0.144 1.278 -0.590
C -0.247 2.420 0.416
C 1.257 1.200 -1.189
H -1.093 2.335 -2.241
H -1.131 0.568 -2.386
H -2.208 1.381 -1.245
H -0.334 0.350 -0.052
H 0.494 2.301 1.214
H -0.081 3.390 -0.062
H -1.238 2.434 0.884
H 2.004 1.033 -0.406
H 1.331 0.369 -1.899
H 1.517 2.123 -1.718
```


# 4
This record from the OMol25 dataset describes a cluster of 2 separate species, C2H3NO2 in total in a non-equilibrium geometry. The level of theory is ωB97M-V with the def2-TZVPD basis set.

Energy relative to the best compared isomer or geometry (same formula, charge and spin)   180.16 kcal per mole
E   -7700.0306 eV
Net charge   0
HOMO (spin up / spin down)   -7.878 / -8.362 eV
Gap between HOMO and LUMO (spin up / spin down)   8.3 / 9.1 eV
F_max   0.0951 hartree/bohr
E_LUMO (spin up / spin down)   0.015 / 0.027 Ha

Structure (XYZ):
```
8
C2H3NO2, DFT ωB97M-V with the def2-TZVPD basis set
C -2.406 -0.229 -0.163
C 0.525 -0.374 -0.157
N 1.015 -1.313 0.678
O -2.992 -1.056 0.361
O 0.802 -1.541 -0.731
H -2.715 0.503 -0.816
H 1.030 0.548 -0.462
H 2.053 -1.592 0.895
```


# 5
This record from the OMol25 dataset describes a cluster of 15 separate species, C84H122B2F8N23O9 in total in a non-equilibrium geometry. The level of theory is ωB97M-V with the def2-TZVPD basis set.

E   -164790.1396 eV
Net charge   +9
HOMO   -17.571 eV
Gap between HOMO and LUMO   5.0 eV
F_max   0.0896 hartree/bohr
E_LUMO   -0.462 Ha

Structure (XYZ):
```
248
C84H122B2F8N23O9, DFT ωB97M-V with the def2-TZVPD basis set
C -15.309 1.200 -2.929
C -14.378 0.112 -3.398
N -12.966 0.276 -2.902
C -12.457 -0.269 -1.756
C -11.168 0.208 -1.711
N -10.964 1.042 -2.763
C -12.088 1.150 -3.454
C -9.724 1.731 -3.077
H -15.125 2.189 -3.365
H -15.194 1.259 -1.803
H -16.327 0.898 -3.214
H -14.175 0.174 -4.497
H -14.754 -0.914 -3.155
H -13.011 -0.978 -1.139
H -10.387 0.158 -0.958
H -12.407 1.689 -4.309
H -9.074 1.096 -3.644
H -9.098 1.998 -2.259
H -9.976 2.598 -3.653
C 0.215 -2.679 -9.701
C -1.124 -2.330 -9.259
N -1.080 -1.820 -7.934
C -2.154 -1.231 -7.232
C -1.738 -0.845 -6.013
N -0.362 -1.190 -5.961
C -0.022 -1.714 -7.184
C 0.547 -1.198 -4.835
H 0.964 -1.947 -9.853
H 0.082 -3.186 -10.634
H 0.722 -3.421 -9.046
H -1.772 -3.200 -9.292
H -1.517 -1.465 -9.803
H -3.058 -1.022 -7.709
H -2.241 -0.342 -5.197
H 0.947 -2.069 -7.380
H 1.485 -0.642 -5.078
H 0.794 -2.263 -4.604
H 0.097 -0.647 -4.035
C 5.148 7.085 -9.859
C 4.936 7.149 -8.338
N 3.695 6.638 -7.759
C 3.447 5.295 -7.594
C 2.279 5.145 -6.834
N 1.701 6.413 -6.885
C 2.634 7.263 -7.395
C 0.357 6.673 -6.362
H 5.141 5.988 -10.167
H 6.123 7.426 -10.166
H 4.430 7.612 -10.447
H 5.015 8.189 -7.994
H 5.672 6.529 -7.830
H 4.152 4.565 -7.938
H 1.831 4.282 -6.452
H 2.650 8.360 -7.607
H -0.154 7.290 -7.065
H 0.503 7.361 -5.533
H -0.137 5.739 -6.081
C 0.243 13.395 -2.012
C -0.738 13.466 -0.858
N -0.384 14.547 0.073
C -1.117 15.498 0.768
C -0.280 16.224 1.583
N 0.996 15.826 1.257
C 0.868 14.787 0.388
C 2.255 16.177 1.997
H 1.258 13.099 -1.709
H 0.326 14.401 -2.484
H -0.086 12.693 -2.789
H -0.785 12.575 -0.243
H -1.744 13.765 -1.170
H -2.194 15.584 0.751
H -0.422 16.927 2.398
H 1.716 14.317 -0.102
H 2.763 16.933 1.412
H 2.894 15.304 2.090
H 1.999 16.565 2.937
C 2.631 4.283 6.530
C 3.942 3.763 6.054
N 4.872 3.374 7.164
C 5.423 4.293 8.010
C 5.985 3.620 9.031
N 5.828 2.263 8.792
C 5.085 2.172 7.648
C 5.995 1.239 9.850
H 2.657 5.067 7.271
H 1.978 3.544 6.972
H 2.061 4.673 5.677
H 4.446 4.524 5.532
H 3.947 2.898 5.416
H 5.445 5.340 7.851
H 6.529 3.967 9.885
H 4.829 1.286 7.149
H 5.379 1.461 10.700
H 7.068 1.230 10.133
H 5.640 0.323 9.382
C 2.759 4.997 14.580
C 1.930 5.429 15.780
N 1.870 6.953 15.785
C 1.566 7.904 14.815
C 1.475 9.104 15.416
N 1.874 8.951 16.721
C 2.028 7.623 16.919
C 1.837 9.912 17.803
H 3.786 5.146 14.809
H 2.563 5.697 13.742
H 2.634 3.968 14.219
H 2.375 4.994 16.727
H 0.897 5.149 15.839
H 1.494 7.738 13.790
H 1.343 10.051 14.971
H 2.343 7.224 17.908
H 0.875 9.899 18.356
H 1.983 10.930 17.354
H 2.718 9.752 18.436
C -5.152 -13.243 0.729
N -4.369 -12.087 0.280
C -3.097 -12.248 -0.208
C -2.350 -11.194 -0.656
C -2.830 -9.875 -0.439
C -4.107 -9.702 0.157
C -4.822 -10.824 0.484
C -2.112 -8.652 -0.917
C -0.727 -8.524 -0.736
C -0.047 -7.521 -1.329
N -0.744 -6.594 -1.991
C -2.065 -6.629 -2.159
C -2.783 -7.653 -1.556
C 0.077 -5.589 -2.740
H -4.751 -13.666 1.639
H -5.045 -13.936 -0.121
H -6.227 -12.971 0.861
H -2.791 -13.281 -0.212
H -1.413 -11.373 -1.160
H -4.480 -8.735 0.384
H -5.740 -10.764 1.055
H -0.217 -9.328 -0.155
H 1.031 -7.459 -1.223
H -2.433 -5.776 -2.815
H -3.852 -7.744 -1.810
H -0.472 -5.245 -3.623
H 0.995 -6.054 -3.135
H 0.335 -4.709 -2.189
C -3.415 0.964 10.427
N -2.845 1.119 9.053
C -1.544 0.756 8.837
C -1.036 0.904 7.600
C -1.808 1.346 6.536
C -3.125 1.701 6.784
C -3.619 1.563 8.034
C -1.292 1.373 5.159
C -2.172 1.702 4.112
C -1.782 1.557 2.812
N -0.502 1.199 2.539
C 0.408 1.132 3.492
C 0.008 1.089 4.814
C -0.080 1.048 1.092
H -4.403 0.431 10.297
H -3.374 1.976 10.881
H -2.677 0.393 10.954
H -0.850 0.454 9.632
H -0.030 0.603 7.500
H -3.779 2.124 6.042
H -4.627 1.872 8.272
H -3.216 2.021 4.148
H -2.413 1.494 1.940
H 1.388 0.899 3.156
H 0.716 0.826 5.573
H -0.531 0.072 0.769
H 1.016 1.047 1.028
H -0.404 1.811 0.367
C -3.460 -6.792 -8.090
N -3.510 -7.334 -9.467
C -4.605 -7.964 -9.843
C -4.638 -8.509 -11.111
C -3.519 -8.483 -12.006
C -2.372 -7.888 -11.465
C -2.425 -7.219 -10.253
C -3.675 -9.118 -13.341
C -2.770 -10.144 -13.761
C -2.757 -10.560 -15.033
N -3.681 -10.025 -15.895
C -4.587 -9.173 -15.494
C -4.674 -8.668 -14.223
C -3.622 -10.355 -17.342
H -3.291 -7.591 -7.420
H -4.360 -6.235 -7.795
H -2.595 -6.168 -8.054
H -5.410 -8.076 -9.156
H -5.491 -9.096 -11.384
H -1.399 -7.851 -12.004
H -1.562 -6.798 -9.765
H -1.987 -10.460 -13.044
H -2.027 -11.169 -15.553
H -5.235 -8.809 -16.267
H -5.356 -7.811 -14.104
H -3.294 -9.537 -17.933
H -4.683 -10.625 -17.584
H -3.043 -11.241 -17.441
C 13.577 -2.823 0.542
N 12.392 -3.119 1.374
C 11.292 -3.558 0.747
C 10.129 -3.773 1.488
C 10.078 -3.384 2.835
C 11.285 -2.969 3.426
C 12.423 -2.892 2.690
C 8.732 -3.370 3.496
C 8.001 -4.544 3.762
C 6.719 -4.448 4.225
N 6.102 -3.278 4.433
C 6.803 -2.116 4.265
C 8.155 -2.125 3.888
C 4.588 -3.242 4.620
H 13.572 -3.398 -0.405
H 14.472 -3.070 1.069
H 13.482 -1.761 0.368
H 11.398 -3.695 -0.298
H 9.200 -4.020 0.990
H 11.334 -2.612 4.454
H 13.347 -2.512 3.008
H 8.382 -5.548 3.638
H 6.144 -5.355 4.308
H 6.177 -1.230 4.445
H 8.660 -1.172 3.795
H 4.279 -2.509 5.412
H 4.460 -4.282 4.834
H 4.075 -3.013 3.660
N 3.584 0.318 4.287
O 4.685 -0.008 4.842
O 2.840 -0.586 3.915
O 3.295 1.541 4.187
N -0.429 -4.948 -6.410
O -0.792 -4.905 -7.570
O -1.048 -5.720 -5.638
O 0.480 -4.211 -6.027
N -3.854 -5.876 1.076
O -3.429 -6.963 1.537
O -3.940 -4.901 1.743
O -4.144 -5.848 -0.164
B 2.183 0.460 8.822
F 1.151 -0.447 9.145
F 2.108 1.527 9.767
F 3.491 -0.100 8.819
F 1.930 0.996 7.427
B 0.367 2.217 -3.704
F -0.368 2.983 -2.726
F -0.626 1.057 -4.077
F 0.708 3.110 -4.861
F 1.469 1.492 -3.152
```


# 6
This record from the OMol25 dataset describes a structure of composition C21H44NbO6S2 in a non-equilibrium geometry. The level of theory is ωB97M-V with the def2-TZVPD basis set.

Energy relative to the best compared isomer or geometry (same formula, charge and spin)   0.00 kcal per mole
E   -57989.9045 eV
Net charge   -1
HOMO   -4.624 eV
Gap between HOMO and LUMO   6.6 eV
F_max   0.0375 hartree/bohr
E_LUMO   0.074 Ha

Structure (XYZ):
```
74
C21H44NbO6S2, DFT ωB97M-V with the def2-TZVPD basis set
C -1.421 -1.762 -5.798
C -0.030 -2.044 -5.211
C -0.088 -2.691 -3.813
C 1.125 -3.599 -3.482
C 1.861 -3.162 -2.205
C 1.434 -3.960 -0.965
C 1.510 -3.209 0.368
C 0.784 -1.858 0.392
C 1.555 -0.672 1.040
Nb 3.431 0.099 0.007
C 3.100 2.293 0.578
C 2.203 3.176 -0.036
C 2.076 4.497 0.388
C 2.843 4.989 1.441
C 3.745 4.144 2.079
C 3.862 2.824 1.637
H -1.418 -1.882 -6.878
H -2.163 -2.451 -5.405
H -1.730 -0.751 -5.551
H 0.511 -1.107 -5.122
H 0.539 -2.695 -5.870
H -0.155 -1.894 -3.077
H -1.001 -3.282 -3.735
H 1.815 -3.516 -4.318
H 0.794 -4.631 -3.410
H 2.926 -3.323 -2.352
H 1.738 -2.094 -2.074
H 0.418 -4.330 -1.120
H 2.102 -4.817 -0.897
H 2.546 -3.102 0.678
H 1.038 -3.846 1.117
H 0.463 -1.567 -0.609
H -0.126 -2.001 0.981
H 1.756 -0.998 2.061
H 0.831 0.147 1.061
H 2.411 0.331 -1.532
H 4.961 0.652 -0.884
H 4.373 -0.149 1.576
H 3.983 -1.572 -0.486
H 1.598 2.823 -0.856
H 1.380 5.156 -0.112
H 2.752 6.013 1.777
H 4.353 4.521 2.888
H 4.574 2.185 2.138
O -0.870 -0.950 3.616
S -0.974 -0.176 4.813
O -1.452 -0.786 6.019
O -1.844 1.120 4.500
C -3.133 0.935 3.884
C -4.177 0.401 4.845
C 0.547 0.644 5.131
H -3.025 0.291 3.009
H -3.415 1.923 3.527
H -3.939 -0.610 5.173
H -5.152 0.380 4.355
H -4.239 1.031 5.733
H 0.886 1.128 4.217
H 1.256 -0.120 5.440
H 0.395 1.365 5.929
O -1.123 2.858 -1.349
S -2.509 2.638 -1.084
O -3.020 2.716 0.251
O -2.942 1.255 -1.734
C -2.190 0.072 -1.358
C -2.502 -0.384 0.053
C -3.484 3.677 -2.119
H -1.122 0.251 -1.491
H -2.486 -0.699 -2.068
H -2.164 0.341 0.791
H -1.996 -1.327 0.256
H -3.578 -0.517 0.183
H -3.119 3.602 -3.140
H -3.366 4.692 -1.746
H -4.522 3.367 -2.046
```


# 7
This record from the OMol25 dataset describes the molecule C4H6N2 in a non-equilibrium geometry. The level of theory is ωB97M-V with the def2-TZVPD basis set.

Energy relative to the best compared isomer or geometry (same formula, charge and spin)   64.42 kcal per mole
E   -7222.7974 eV
Net charge   0
HOMO   -9.731 eV
Gap between HOMO and LUMO   10.6 eV
F_max   0.0619 hartree/bohr
E_LUMO   0.033 Ha

Structure (XYZ):
```
12
C4H6N2, DFT ωB97M-V with the def2-TZVPD basis set
C 0.076 -1.634 -0.358
N -0.422 -0.440 -1.098
C -1.496 0.265 -0.327
C -0.104 0.876 -0.407
C 0.817 0.650 0.755
N 1.547 0.760 1.636
H 1.291 -1.693 -0.456
H -0.145 -1.489 0.730
H -0.477 -2.469 -0.758
H -1.887 -0.245 0.522
H -2.338 0.854 -0.785
H -0.072 1.854 -0.996
```


# 8
This record from the OMol25 dataset describes a structure of composition C4H12CrN2OS3Sb in a non-equilibrium geometry. The level of theory is ωB97M-V with the def2-TZVPD basis set.

Energy relative to the best compared isomer or geometry (same formula, charge and spin)   57.06 kcal per mole
E   -76834.0077 eV
Net charge   -2
⟨S²⟩   0.7748
Spin multiplicity   2
HOMO (spin up / spin down)   0.665 / 0.870 eV
Gap between HOMO and LUMO (spin up / spin down)   3.7 / 3.5 eV
F_max   0.1174 hartree/bohr
E_LUMO (spin up / spin down)   0.160 / 0.160 Ha

Structure (XYZ):
```
24
C4H12CrN2OS3Sb, DFT ωB97M-V with the def2-TZVPD basis set
Cr 2.555 -0.609 0.658
S 5.108 1.505 3.208
Sb 4.937 -0.578 3.130
S 4.881 -0.728 0.683
S 2.489 -0.608 2.989
C -2.058 -1.276 -0.720
C -1.312 0.049 -0.838
C -1.893 1.068 0.152
C -1.492 0.588 -2.258
N 0.135 -0.149 -0.664
N 0.539 -0.649 0.601
H -3.111 -1.147 -0.982
H -2.021 -1.675 0.295
H -1.632 -2.022 -1.394
H -2.944 1.280 -0.076
H -1.344 2.010 0.106
H -1.852 0.704 1.180
H -2.550 0.747 -2.484
H -1.089 -0.110 -2.993
H -0.978 1.544 -2.384
H 0.635 0.720 -0.815
H 0.234 -1.603 0.712
H 0.228 -0.066 1.370
O 2.534 1.005 0.523
```


# 9
This record from the OMol25 dataset describes a cluster of 2 separate species, CH7IN3 in total in a non-equilibrium geometry. The level of theory is ωB97M-V with the def2-TZVPD basis set.

Energy relative to the best compared isomer or geometry (same formula, charge and spin)   22.47 kcal per mole
E   -13715.0871 eV
Net charge   +1
HOMO   -14.603 eV
Gap between HOMO and LUMO   10.4 eV
F_max   0.0725 hartree/bohr
E_LUMO   -0.153 Ha

Structure (XYZ):
```
12
CH7IN3, DFT ωB97M-V with the def2-TZVPD basis set
C 0.399 -0.290 1.350
N 0.401 -0.460 0.056
N 0.703 -1.349 2.119
N -0.994 1.095 -2.126
I -0.058 1.576 2.258
H -0.138 0.104 -0.620
H 0.543 -1.318 -0.354
H 1.155 -1.153 2.928
H 1.079 -2.198 1.755
H -0.458 2.013 -2.050
H -1.984 1.220 -2.211
H -0.649 0.760 -3.103
```